Entry 1:
Molecular formula: C6H13NS
Method: DFT, the ωB97M-V functional and the def2-TZVPD basis

Total charge   0
Structure (SMILES)   CNC/C(C)=C\SC
Kohn-Sham gap   9.1 eV
Energy above the lowest of the compared OMol25 structures with the same formula, charge and spin   35.59 kcal per mole
DFT total energy   -18756.73344 eV
2S+1   1
HOMO level   -8.152 eV

Positions of all 21 atoms, in Å:
C (-2.996, -1.486, -0.091)
C (-1.040, -0.236, 0.586)
C (0.003, 0.763, 0.144)
C (-0.538, 2.106, -0.185)
C (1.249, 0.459, -0.145)
C (3.909, -0.487, -0.017)
H (-2.705, -2.314, 0.567)
H (-3.651, -1.813, -0.872)
H (-3.543, -0.800, 0.541)
H (-1.404, -1.160, -1.310)
H (-1.799, 0.274, 1.229)
H (-0.589, -1.080, 1.248)
H (-0.668, 2.204, -1.255)
H (-1.510, 2.207, 0.305)
H (0.098, 2.877, 0.220)
H (1.801, 1.343, -0.436)
H (4.599, -1.242, 0.310)
H (4.092, 0.213, 0.754)
H (4.320, -0.068, -0.936)
N (-1.867, -0.703, -0.543)
S (2.239, -1.060, -0.115)

Force components x, y, z for each atom (eV/Å):
C 0.5 0.6 1.1
C -0.3 -1.1 0.6
C -1.3 -1.8 0.1
C -0.5 0.2 0.6
C 2.0 0.1 0.1
C 0.9 0.6 -0.5
H 0.0 -0.3 -0.2
H -0.1 -0.2 -0.6
H -0.6 0.0 0.3
H 0.7 0.0 0.2
H 0.7 -0.2 -0.2
H -0.5 1.0 -1.2
H -0.1 0.3 -0.2
H 0.0 0.2 -0.3
H 0.3 0.4 -0.2
H 0.6 -0.1 -0.3
H -0.1 -1.1 -0.2
H -0.4 1.2 0.8
H -0.3 -0.1 -0.2
N 0.0 0.1 0.0
S -1.6 0.1 0.1

These are the Löwdin partial charges, in e, on atoms 1 to 6: -0.15 -0.22 -0.38 -0.06 -0.39 -0.46

***

Entry 2:
Molecular formula: C5H6N2
Method: DFT, the ωB97M-V functional and the def2-TZVPD basis

Total charge   0
Kohn-Sham gap   9.4 eV
Energy above the lowest of the compared OMol25 structures with the same formula, charge and spin   106.15 kcal per mole
DFT total energy   -8257.75531 eV
2S+1   1
HOMO level   -8.495 eV

Positions of all 13 atoms, in Å:
N (-1.408, 0.478, 0.282)
C (-1.569, -0.830, 0.436)
C (-0.278, -1.381, -0.104)
C (0.416, -0.382, -0.966)
C (-0.020, 0.912, -0.302)
C (0.914, 0.513, 0.848)
N (1.065, -0.860, 0.276)
H (-0.226, -2.428, -0.391)
H (0.755, -0.581, -1.978)
H (0.112, 1.886, -0.819)
H (-2.121, 1.129, 0.021)
H (1.911, 0.957, 0.859)
H (0.450, 0.586, 1.837)

Force components x, y, z for each atom (eV/Å):
N 1.4 0.7 -1.7
C 0.2 1.0 -0.6
C -0.1 -0.3 0.0
C 0.1 -0.4 -0.3
C -0.8 -0.4 0.4
C 0.1 -0.1 0.3
N 0.5 -0.1 0.2
H 0.0 0.2 0.2
H 0.1 0.1 0.2
H -0.7 -0.6 0.5
H -0.8 0.0 1.0
H -0.2 0.1 -0.2
H 0.2 -0.1 -0.1

These are the Löwdin partial charges, in e, on atoms 1 to 6: -0.01 0.00 -0.26 -0.19 -0.16 -0.14

***

Entry 3:
Molecular formula: C50H39F5GeMoN4O5S2Si
Method: DFT, the ωB97M-V functional and the def2-TZVPD basis

Total charge   +1
Kohn-Sham gap (alpha / beta)   5.7 / 6.1 eV
DFT total energy   -170186.14143 eV
2S+1   2
HOMO level (alpha / beta)   -10.423 / -10.390 eV

Positions of all 108 atoms, in Å:
Mo (-0.213, -0.772, 0.609)
O (2.631, -4.826, 3.839)
C (2.096, -3.913, 4.633)
O (2.209, -3.921, 5.825)
C (1.307, -2.822, 3.984)
C (0.619, -1.844, 4.677)
N (0.082, -1.024, 3.789)
N (0.369, -1.396, 2.555)
C (1.111, -2.491, 2.662)
C (1.479, -3.078, 1.340)
O (2.118, -4.075, 1.213)
O (0.977, -2.343, 0.354)
H (2.498, -4.643, 2.887)
H (0.507, -1.710, 5.746)
H (-0.517, -0.227, 3.932)
F (-1.856, 6.449, 1.864)
C (-1.807, 5.140, 1.822)
C (-1.551, 4.503, 0.630)
F (-1.373, 5.207, -0.473)
C (-1.483, 3.133, 0.605)
F (-1.239, 2.539, -0.535)
C (-1.672, 2.371, 1.742)
S (-1.752, 0.616, 1.703)
C (-1.924, 3.038, 2.927)
F (-2.070, 2.355, 4.062)
C (-1.996, 4.410, 2.974)
F (-2.224, 5.033, 4.120)
C (3.077, -0.429, -0.947)
Ge (2.062, 0.522, 0.413)
C (3.351, 0.655, 1.878)
C (4.509, 1.364, 1.537)
C (5.599, 1.400, 2.400)
C (5.549, 0.731, 3.620)
C (4.396, 0.050, 3.985)
C (3.306, 0.016, 3.116)
C (1.770, 2.349, -0.179)
C (1.964, 2.653, -1.500)
C (1.916, 3.997, -1.961)
C (1.639, 5.005, -1.089)
C (1.392, 4.732, 0.285)
C (1.075, 5.772, 1.201)
C (0.830, 5.500, 2.516)
C (0.889, 4.164, 2.985)
C (1.188, 3.147, 2.127)
C (1.453, 3.393, 0.748)
H (4.082, -0.004, -0.975)
H (2.624, -0.366, -1.934)
H (3.148, -1.483, -0.684)
H (4.560, 1.899, 0.589)
H (6.489, 1.948, 2.117)
H (6.409, 0.742, 4.285)
H (4.343, -0.459, 4.944)
H (2.415, -0.511, 3.428)
H (2.161, 1.859, -2.219)
H (2.102, 4.213, -3.009)
H (1.587, 6.036, -1.435)
H (1.042, 6.797, 0.835)
H (0.600, 6.305, 3.206)
H (0.706, 3.957, 4.036)
H (1.236, 2.133, 2.497)
O (-0.523, -0.557, -1.173)
Si (-0.589, -1.037, -2.842)
C (-0.362, 0.387, -3.997)
C (-0.510, 1.729, -3.635)
C (-0.474, 2.738, -4.591)
C (-0.285, 2.421, -5.930)
C (-0.126, 1.094, -6.314)
C (-0.167, 0.084, -5.358)
C (-2.260, -1.794, -3.111)
C (-3.290, -1.659, -2.182)
C (-4.558, -2.184, -2.415)
C (-4.813, -2.845, -3.608)
C (-3.795, -3.001, -4.546)
C (-2.528, -2.488, -4.297)
C (0.657, -2.361, -3.172)
C (0.444, -3.632, -2.614)
C (1.317, -4.683, -2.872)
C (2.405, -4.486, -3.717)
C (2.630, -3.235, -4.286)
C (1.767, -2.180, -4.006)
H (-0.648, 1.991, -2.600)
H (-0.601, 3.773, -4.290)
H (-0.262, 3.209, -6.677)
H (0.026, 0.843, -7.358)
H (-0.052, -0.950, -5.678)
H (-3.073, -1.143, -1.259)
H (-5.344, -2.081, -1.670)
H (-5.802, -3.245, -3.808)
H (-3.992, -3.527, -5.473)
H (-1.738, -2.637, -5.032)
H (-0.422, -3.807, -1.981)
H (1.144, -5.657, -2.420)
H (3.075, -5.311, -3.936)
H (3.476, -3.082, -4.947)
H (1.966, -1.203, -4.441)
C (-3.980, -3.955, 3.417)
N (-4.426, -2.872, 2.529)
C (-5.698, -2.303, 2.532)
C (-5.683, -1.303, 1.639)
N (-4.404, -1.286, 1.101)
C (-3.633, -2.242, 1.640)
S (-2.040, -2.736, 1.238)
H (-4.855, -4.439, 3.840)
H (-3.363, -3.555, 4.217)
H (-3.398, -4.678, 2.855)
H (-6.496, -2.677, 3.157)
H (-6.451, -0.605, 1.343)
H (-4.065, -0.627, 0.424)

Force components x, y, z for each atom (eV/Å):
Mo -1.6 0.1 -2.5
O 0.1 -0.1 0.2
C -0.1 0.1 -0.1
O 0.0 -0.1 0.2
C 0.2 -0.3 0.4
C 0.2 -0.3 1.0
N -0.4 0.5 0.1
N 0.4 -0.1 0.2
C 0.0 -0.1 -1.0
C -0.8 1.2 -0.1
O 0.6 -1.0 -0.1
O 0.4 -0.6 0.6
H 0.0 0.0 -0.2
H 0.0 0.0 -0.2
H -0.1 0.2 0.0
F -0.1 0.6 0.0
C -0.4 -0.1 0.0
C -0.3 0.0 0.1
F 0.0 0.2 -0.3
C -0.3 0.0 0.5
F 0.1 -0.5 -1.0
C -0.1 -0.3 0.0
S -0.1 0.0 0.3
C -0.2 0.0 0.0
F 0.0 -0.2 0.2
C -0.4 -0.2 0.1
F 0.1 0.1 0.2
C -0.1 -0.2 -0.2
Ge 0.4 0.3 0.4
C 0.1 -0.2 0.3
C 0.0 0.0 0.2
C -0.1 0.0 0.0
C 0.1 0.1 0.0
C -0.1 0.0 0.0
C 0.1 0.1 0.0
C -0.2 0.1 0.1
C 0.1 0.2 -0.2
C 0.0 -0.3 -0.1
C 0.0 0.1 0.1
C 0.2 0.0 0.0
C 0.4 0.1 0.0
C 0.5 0.0 0.1
C 0.4 0.2 0.0
C 0.3 0.2 -0.2
C 0.2 0.2 0.0
H -0.1 0.0 0.0
H 0.0 0.0 -0.1
H 0.0 0.0 0.0
H 0.0 -0.1 0.1
H 0.0 0.0 0.0
H -0.2 0.0 -0.1
H 0.0 0.1 -0.1
H 0.2 0.1 0.0
H 0.1 0.2 0.1
H 0.0 -0.1 0.1
H 0.0 -0.2 0.1
H 0.0 -0.2 0.0
H 0.0 -0.1 0.0
H 0.0 0.0 -0.1
H 0.0 -0.1 0.1
O 0.2 -0.1 0.5
Si 0.2 -0.3 -0.2
C 0.1 0.4 -0.1
C 0.0 -0.1 -0.3
C 0.0 0.0 0.0
C 0.0 0.0 0.0
C 0.0 -0.1 0.1
C -0.1 0.1 0.0
C -0.4 0.0 0.3
C -0.1 -0.1 -0.2
C 0.1 0.0 0.0
C 0.0 0.0 0.0
C 0.0 0.1 0.0
C 0.0 0.0 0.0
C 0.3 -0.3 0.1
C 0.2 0.0 -0.1
C -0.1 0.0 0.0
C 0.0 0.1 0.0
C -0.1 0.0 0.1
C 0.1 0.0 0.1
H 0.0 0.1 0.2
H 0.0 -0.1 0.0
H 0.0 -0.1 0.1
H 0.0 0.0 0.1
H 0.0 0.2 0.0
H 0.0 0.1 0.1
H 0.1 0.0 -0.1
H 0.1 0.0 0.0
H 0.0 0.0 0.1
H -0.1 0.0 0.1
H 0.0 0.0 0.0
H 0.0 0.2 -0.1
H -0.1 0.1 0.0
H -0.1 0.0 0.1
H 0.0 -0.1 0.0
C -0.1 0.2 -0.2
N 0.0 -0.3 0.4
C 0.3 -0.4 0.2
C 0.3 0.3 -0.3
N -0.2 0.2 -0.1
C -0.3 -0.1 0.1
S 0.2 0.3 0.0
H 0.0 0.0 0.0
H 0.0 0.1 0.0
H 0.0 0.0 -0.1
H 0.2 0.1 -0.1
H 0.1 -0.1 0.0
H 0.1 0.1 -0.1

These are the Löwdin partial charges, in e, on atoms 1 to 6: 1.27 0.16 -0.48 0.14 -0.03 0.04

***

Entry 4:
Molecular formula: C18H36N3Pr
Method: DFT, the ωB97M-V functional and the def2-TZVPD basis

Total charge   +2
Kohn-Sham gap (alpha / beta)   8.1 / 8.1 eV
DFT total energy   -37775.04321 eV
2S+1   3
HOMO level (alpha / beta)   -14.822 / -14.759 eV

Positions of all 58 atoms, in Å:
C (2.701, 3.547, -0.983)
H (2.575, 4.537, -0.545)
H (3.220, 3.640, -1.943)
H (3.320, 2.972, -0.301)
C (1.318, 2.882, -1.160)
H (1.445, 1.925, -1.691)
H (0.924, 2.575, -0.178)
C (0.286, 3.784, -1.853)
H (-0.765, 3.461, -1.725)
H (0.312, 4.780, -1.404)
H (0.461, 3.889, -2.931)
C (-0.805, -2.181, -1.813)
C (-1.214, -1.159, -2.739)
C (-0.049, -0.391, -3.090)
C (1.071, -0.953, -2.397)
C (0.611, -2.045, -1.596)
C (1.501, -3.019, -0.906)
C (2.497, -0.630, -2.657)
C (0.049, 0.679, -4.121)
C (-2.613, -0.898, -3.197)
C (-1.652, -3.270, -1.243)
Pr (-0.575, -0.014, -0.600)
H (3.131, -0.948, -1.825)
H (2.886, -1.119, -3.565)
H (2.657, 0.447, -2.778)
H (2.426, -2.530, -0.588)
H (1.023, -3.418, -0.008)
H (1.777, -3.868, -1.553)
H (-2.715, -3.014, -1.319)
H (-1.489, -4.225, -1.778)
H (-1.416, -3.441, -0.185)
H (-2.680, 0.054, -3.740)
H (-2.944, -1.700, -3.879)
H (-3.326, -0.862, -2.358)
H (0.656, 1.523, -3.772)
H (0.521, 0.306, -5.047)
H (-0.937, 1.070, -4.376)
C (1.168, -1.798, 3.820)
N (0.179, -0.753, 4.046)
C (-0.054, -0.390, 5.444)
C (-0.454, -0.248, 2.960)
N (0.003, -0.599, 1.738)
N (-1.505, 0.603, 3.044)
C (-2.157, 1.052, 4.251)
C (-2.163, 1.006, 1.794)
H (1.450, -2.205, 4.788)
H (2.060, -1.393, 3.328)
H (0.737, -2.592, 3.204)
H (-0.091, 0.700, 5.590)
H (-0.960, -0.874, 5.857)
H (0.811, -0.735, 6.028)
H (0.835, -1.182, 1.849)
H (-1.430, 1.431, 4.962)
H (-2.778, 1.901, 3.993)
H (-2.779, 0.275, 4.699)
H (-1.494, 1.643, 1.166)
H (-2.549, 0.133, 1.232)
H (-3.015, 1.638, 2.050)

Force components x, y, z for each atom (eV/Å):
C -0.5 -0.3 -0.1
H 0.0 0.0 -0.1
H -0.1 0.0 0.2
H 0.2 -0.1 0.0
C -0.1 -0.1 0.0
H 0.1 0.1 -0.3
H 0.1 0.3 0.3
C -0.3 0.0 0.0
H 0.3 -0.2 -0.1
H 0.1 -0.1 -0.1
H 0.1 0.0 0.3
C 0.8 0.2 -0.8
C 1.1 -0.4 -0.1
C 0.0 -1.3 0.1
C -0.8 -0.7 -0.3
C -0.5 0.0 -1.4
C 0.2 -0.1 0.6
C 0.7 0.5 0.2
C 0.0 0.5 -0.1
C -0.2 0.1 -0.2
C -0.3 -0.1 0.2
Pr 0.1 1.5 1.5
H 0.0 0.0 -0.2
H -0.3 0.1 0.3
H 0.0 -0.1 -0.1
H 0.0 -0.2 0.0
H 0.0 -0.2 -0.1
H -0.2 0.3 0.1
H 0.1 -0.2 0.0
H -0.1 0.5 0.2
H -0.1 -0.1 -0.2
H -0.1 -0.3 0.1
H 0.0 0.3 0.3
H 0.0 -0.1 -0.2
H 0.0 -0.1 -0.1
H -0.2 0.1 0.4
H 0.1 0.0 -0.1
C 0.1 -0.1 0.0
N -0.5 0.4 -0.3
C 0.2 0.2 0.9
C 0.9 -0.5 0.1
N -0.4 0.3 -0.3
N -0.1 0.0 -1.5
C -0.3 0.4 0.7
C 0.5 0.0 0.5
H 0.0 -0.1 -0.2
H 0.0 -0.1 0.2
H 0.1 -0.1 0.2
H 0.2 -0.8 0.0
H 0.5 0.3 -0.2
H -0.4 0.1 -0.3
H -0.4 0.3 -0.2
H -0.5 0.0 -0.1
H -0.2 0.0 0.0
H 0.0 0.1 0.1
H -0.2 -0.2 0.3
H 0.0 0.1 0.2
H 0.1 -0.2 -0.2

These are the Löwdin partial charges, in e, on atoms 1 to 6: -0.07 0.08 0.09 0.07 -0.33 0.05